Molecular formula: CH2BrNO3
Method: DFT, the ωB97M-V functional and the def2-TZVPD basis

Last column: Löwdin charge in e.
Cartesian coordinates (Å):
C -0.28796 0.22621 0.15187  -0.32
N 0.01056 -1.20985 0.18071  -0.43
O 0.35101 -1.80373 1.20413  0.03
O 0.03693 -1.64832 -0.94515  0.06
O -0.73569 0.76175 -0.97006  0.02
Br 2.23849 1.31038 0.22463  0.34
H -0.40588 0.69779 1.17143  0.13
H -1.20746 1.66577 -1.01756  0.18

Orbital gap (spin up / spin down)   0.3122 / 0.2436 hartree
⟨S²⟩   2.01
HOMO energy (spin up / spin down)   -8.48 / -10.74 eV
ΔE to the lowest compared entry with this formula, charge and spin   0.0000 eV
Spin multiplicity   3
Total charge   0
Largest force on an atom   0.0693 Eh/bohr
LUMO (spin up / spin down)   0.02 / -4.11 eV


Molecular formula: C6H6F2O
Method: DFT, the ωB97M-V functional and the def2-TZVPD basis

Last column: Löwdin charge in e.
Cartesian coordinates (Å):
F 1.75007 0.45532 0.80897  0.05
F -3.58351 -0.59997 0.77030  0.05
C -0.27346 0.22464 1.99838  -0.01
C -0.19206 -0.09863 -0.40916  0.00
C -1.64153 -0.04602 1.98865  -0.01
C -1.56000 -0.36928 -0.41904  0.00
C 0.42461 0.19307 0.79937  -0.29
C -2.25811 -0.33772 0.77999  -0.29
H 0.25619 0.46030 2.93087  0.13
H 0.40024 -0.11232 -1.33360  0.13
H -2.23382 -0.03232 2.91310  0.13
H -2.08963 -0.60494 -1.35154  0.13
O 3.32375 0.19589 -3.34423  -0.09
H 3.46393 0.35847 -2.38393  0.04
H 4.21329 0.31347 -3.74815  0.05

Orbital gap   0.3702 hartree
HOMO energy   -9.30 eV
SMILES   Fc1ccc(F)cc1.O
ΔE to the lowest compared entry with this formula, charge and spin   0.0000 eV
Total charge   0
Largest force on an atom   0.0235 Eh/bohr
LUMO   0.78 eV